Density functional theory data (ωB97M-V/def2-TZVPD) for one molecule with the formula C5H6O2.

Each line ends with the natural charge from an NBO analysis.
Positions of all 13 atoms, in Å:
C1 -0.280 -0.009 1.503  -0.710
C2 -1.082 0.756 2.266  0.364
C3 -2.016 1.351 -0.237  0.232
C4 0.137 0.125 0.181  0.602
C5 1.332 -0.593 -0.282  -0.660
O1 -1.850 2.037 0.878  -0.666
O2 -0.656 0.655 -0.701  -0.468
H1 0.377 -0.626 2.169  0.260
H2 -2.650 0.382 -0.092  0.137
H3 -2.289 2.062 -1.149  0.181
H4 1.844 -0.111 -0.968  0.237
H5 0.927 -1.652 -0.624  0.259
H6 1.993 -0.749 0.514  0.231

Output
Charge   0
Orbital gap   8.4 eV
F_max   0.1021 hartree/bohr
LUMO   -0.7 eV
Calculated total energy   -344.38821 a.u.